141
Properties=species:S:1:pos:R:3 method="wB97M-V/def2-TZVPD" smiles="CCNC1=CC(=O)c2c(ccc(COO)c2B(N)O)C1=O.CCOS(C)(=O)=O.CCOS(C)(=O)=O.CCOS(C)(=O)=O.CCOS(C)(=O)=O.CCOS(C)(=O)=O.CCOS(C)(=O)=O.CCOS(C)(=O)=O" lumo_ev=-1.09 e_tot_ev=-169141.6508 mol_weight_g_mol=1159.21 largest_force_ev_per_a=2.5 total_charge=0
C 5.797 -1.836 0.867
C 6.576 -0.489 1.103
N 5.770 0.742 0.764
C 4.391 0.489 1.153
C 4.020 0.445 2.461
C 2.520 0.118 2.765
O 1.934 0.660 3.670
C 1.873 -0.905 1.786
C 2.272 -0.850 0.364
C 1.746 -1.735 -0.653
C 0.775 -2.734 -0.242
C 0.352 -2.834 1.165
C -0.668 -3.972 1.487
O -0.209 -5.145 0.757
O 1.046 -5.433 1.252
C 0.899 -1.917 2.185
B 0.428 -2.085 3.734
N -0.971 -1.982 4.194
O 1.415 -2.357 4.698
C 3.351 0.222 0.006
O 3.376 0.823 -1.044
H 5.169 -1.840 -0.063
H 6.495 -2.714 0.760
H 5.169 -2.079 1.768
H 7.575 -0.495 0.598
H 6.794 -0.444 2.214
H 6.144 1.485 1.364
H 4.739 0.604 3.300
H 2.127 -1.629 -1.690
H 0.362 -3.454 -0.990
H -1.724 -3.767 1.113
H -0.699 -4.281 2.561
H 1.727 -5.212 0.588
H -1.431 -2.888 4.085
H -1.463 -1.261 3.665
H 2.194 -1.789 4.579
C -4.454 -2.880 -3.039
C -5.515 -2.143 -2.245
O -5.925 -2.893 -1.091
S -4.959 -2.915 0.186
C -6.117 -3.606 1.327
O -4.671 -1.567 0.580
O -3.915 -3.879 -0.040
H -3.520 -2.949 -2.477
H -4.245 -2.363 -3.977
H -4.775 -3.899 -3.260
H -5.172 -1.146 -1.956
H -6.401 -2.011 -2.867
H -6.935 -2.903 1.467
H -5.596 -3.773 2.269
H -6.480 -4.552 0.929
C -4.494 -2.464 -8.325
C -5.698 -1.561 -8.520
O -6.918 -2.212 -8.142
S -7.257 -2.349 -6.580
C -8.946 -2.830 -6.761
O -7.208 -1.050 -5.974
O -6.524 -3.458 -6.044
H -4.318 -2.660 -7.266
H -3.596 -2.000 -8.736
H -4.652 -3.428 -8.810
H -5.580 -0.621 -7.976
H -5.792 -1.312 -9.577
H -9.500 -2.008 -7.210
H -9.337 -3.050 -5.769
H -8.994 -3.719 -7.386
C 0.607 2.500 0.072
C 1.330 3.311 -0.975
O 0.426 3.845 -1.954
S -0.457 5.124 -1.560
C -1.011 5.518 -3.190
O 0.414 6.167 -1.099
O -1.583 4.690 -0.789
H -0.035 3.125 0.694
H 1.327 2.002 0.724
H -0.034 1.749 -0.395
H 1.920 4.112 -0.521
H 2.024 2.662 -1.507
H -0.153 5.805 -3.794
H -1.711 6.349 -3.111
H -1.511 4.648 -3.611
C 1.601 8.271 1.032
C 3.022 8.737 1.291
O 3.440 9.729 0.343
S 2.903 11.233 0.522
C 4.013 11.994 -0.619
O 3.212 11.684 1.848
O 1.574 11.316 -0.008
H 0.885 9.072 1.225
H 1.349 7.429 1.678
H 1.477 7.971 -0.008
H 3.137 9.109 2.312
H 3.702 7.891 1.178
H 5.029 11.892 -0.244
H 3.745 13.046 -0.696
H 3.906 11.511 -1.588
C 0.500 -4.156 7.060
C 0.059 -5.498 6.509
O -0.813 -6.192 7.413
S -2.341 -5.716 7.508
C -2.949 -7.111 8.405
O -2.914 -5.722 6.192
O -2.416 -4.563 8.353
H -0.339 -3.462 7.126
H 1.255 -3.710 6.418
H 0.907 -4.267 8.068
H -0.416 -5.386 5.531
H 0.934 -6.134 6.370
H -2.852 -7.999 7.784
H -3.996 -6.926 8.638
H -2.375 -7.214 9.325
C -3.650 -7.088 0.838
C -3.190 -7.384 2.253
O -3.652 -8.664 2.709
S -2.902 -9.979 2.177
C -3.612 -11.115 3.328
O -1.500 -9.858 2.447
O -3.391 -10.293 0.867
H -3.173 -7.759 0.122
H -3.401 -6.065 0.559
H -4.729 -7.231 0.744
H -2.103 -7.316 2.337
H -3.613 -6.641 2.932
H -3.281 -10.854 4.331
H -3.266 -12.114 3.066
H -4.696 -11.064 3.250
C 9.502 9.393 -4.684
C 8.319 10.318 -4.898
O 7.081 9.692 -4.541
S 6.715 9.561 -2.983
C 5.019 9.112 -3.191
O 6.778 10.862 -2.379
O 7.416 8.438 -2.436
H 9.658 9.193 -3.623
H 10.415 9.840 -5.081
H 9.333 8.432 -5.172
H 8.446 11.256 -4.352
H 8.247 10.570 -5.957
H 4.488 9.943 -3.649
H 4.608 8.900 -2.203
H 4.965 8.223 -3.815

=====

121
Properties=species:S:1:pos:R:3 method="wB97M-V/def2-TZVPD" lumo_ev=-3.06 e_tot_ev=-74729.7397 mol_weight_g_mol=744.92 largest_force_ev_per_a=4.1 total_charge=+1
C 0.612 4.778 0.125
C 1.134 4.131 1.443
C 0.098 3.085 1.833
O 0.529 2.293 2.939
C -0.207 1.127 3.136
N 0.490 -0.095 2.677
C 1.006 -0.093 1.370
N 2.372 0.112 1.168
O 2.780 1.356 1.611
C 3.226 -0.988 1.644
C 3.335 -1.119 3.193
C 4.637 -0.960 1.037
C 4.767 -1.541 -0.371
C 4.444 -3.038 -0.463
N 0.277 -0.338 0.331
C -1.173 -0.655 0.423
C -2.124 0.492 0.118
C -3.587 -0.034 0.311
C -4.489 0.954 1.047
O -3.941 1.458 2.276
C -3.845 0.556 3.266
O -3.589 0.926 4.329
P 1.066 -0.364 -1.317
C -0.076 0.413 -2.535
C 1.239 -2.158 -1.767
C -0.038 -2.838 -2.355
H 1.295 4.605 -0.705
H 0.441 5.847 0.226
H -0.342 4.332 -0.173
H 2.073 3.658 1.180
H 1.256 4.887 2.213
H -0.039 2.471 0.941
H -0.827 3.617 2.087
H -0.323 1.015 4.213
H -1.220 1.256 2.737
H -0.078 -0.919 2.843
H 2.654 1.445 2.576
H 2.754 -1.913 1.294
H 4.351 -1.055 3.569
H 2.881 -2.060 3.499
H 2.749 -0.357 3.707
H 5.017 0.059 1.130
H 5.257 -1.579 1.687
H 4.224 -0.936 -1.100
H 5.817 -1.431 -0.652
H 5.326 -3.651 -0.307
H 4.092 -3.243 -1.475
H 3.691 -3.387 0.245
H -1.401 -1.156 1.361
H -1.355 -1.412 -0.342
H -2.024 1.356 0.767
H -2.079 0.841 -0.911
H -3.982 -0.355 -0.652
H -3.523 -0.930 0.937
H -5.420 0.438 1.302
H -4.784 1.753 0.373
H -3.982 -0.521 3.093
H 0.450 0.698 -3.442
H -0.407 1.351 -2.080
H -0.990 -0.143 -2.758
H 1.998 -2.135 -2.549
H 1.673 -2.722 -0.946
H -0.938 -2.236 -2.294
H 0.176 -3.139 -3.377
H -0.194 -3.777 -1.821
O -3.864 0.594 -3.429
C -5.060 0.601 -3.599
O -5.805 -0.160 -2.789
C -7.238 -0.127 -2.708
C -7.874 -1.027 -3.746
C -5.709 1.367 -4.724
H -7.606 0.898 -2.763
H -7.484 -0.492 -1.712
H -7.637 -0.702 -4.759
H -8.958 -1.034 -3.632
H -7.504 -2.047 -3.641
H -5.675 0.763 -5.630
H -5.144 2.283 -4.884
H -6.736 1.662 -4.523
O 1.778 0.886 -5.926
C 0.612 0.893 -6.208
O -0.242 0.134 -5.492
C -1.671 0.203 -5.598
C -2.191 -0.671 -6.720
C 0.092 1.666 -7.399
H -2.006 1.238 -5.685
H -2.050 -0.162 -4.648
H -1.819 -0.344 -7.692
H -3.282 -0.653 -6.745
H -1.860 -1.701 -6.582
H 0.221 1.062 -8.296
H 0.678 2.577 -7.494
H -0.949 1.968 -7.311
O 5.766 -4.202 2.354
C 6.629 -4.974 2.024
O 6.316 -6.003 1.218
C 7.286 -6.868 0.614
C 7.677 -8.000 1.541
C 8.034 -4.862 2.568
H 8.149 -6.300 0.264
H 6.803 -7.276 -0.273
H 8.151 -7.630 2.450
H 8.370 -8.679 1.044
H 6.794 -8.561 1.846
H 8.078 -5.352 3.539
H 8.268 -3.807 2.690
H 8.796 -5.280 1.915
O -3.933 7.257 6.131
C -3.145 6.395 5.861
O -3.542 5.348 5.105
C -2.650 4.372 4.567
C -2.368 3.262 5.557
C -1.739 6.409 6.419
H -1.735 4.842 4.198
H -3.160 3.957 3.697
H -1.869 3.638 6.452
H -1.736 2.502 5.105
H -3.296 2.798 5.879
H -1.751 5.974 7.418
H -1.411 7.444 6.485
H -1.011 5.886 5.804

=====

124
Properties=species:S:1:pos:R:3 method="wB97M-V/def2-TZVPD" lumo_ev=-4.68 e_tot_ev=-92604.5167 mol_weight_g_mol=811.09 largest_force_ev_per_a=15.2 total_charge=+2
C 0.606 -0.472 -5.228
C -0.373 -0.542 -4.073
C -1.334 -1.732 -4.396
N -2.347 -1.996 -3.276
C -3.337 -0.793 -3.061
C -3.305 -3.204 -3.511
C -2.743 -4.342 -2.580
C -2.296 -3.615 -1.396
C -1.552 -2.383 -1.984
H 1.447 0.165 -4.953
H 0.089 -0.241 -6.160
H 1.075 -1.415 -5.505
H -0.881 0.414 -4.202
H 0.113 -0.649 -3.103
H -0.839 -2.691 -4.551
H -1.916 -1.432 -5.268
H -3.870 -0.872 -2.113
H -3.940 -0.880 -3.965
H -2.814 0.147 -2.889
H -4.360 -3.068 -3.276
H -3.363 -3.443 -4.573
H -3.357 -5.235 -2.466
H -1.919 -4.719 -3.186
H -3.138 -3.427 -0.730
H -1.540 -4.194 -0.866
H -1.665 -1.472 -1.396
H -0.487 -2.557 -2.139
C 4.108 0.194 -2.304
C 4.511 -0.210 -0.922
C 3.682 0.398 0.235
N 3.799 -0.428 1.553
C 5.200 -0.665 2.049
C 3.131 -1.836 1.358
C 2.706 -2.196 2.846
C 2.640 -0.872 3.684
C 3.009 0.281 2.702
H 3.843 1.249 -2.237
H 3.261 -0.412 -2.627
H 4.936 0.067 -3.001
H 5.567 0.063 -0.932
H 4.493 -1.296 -0.838
H 2.625 0.570 0.029
H 4.057 1.401 0.438
H 5.647 0.327 2.112
H 5.620 -1.263 1.241
H 5.171 -1.186 3.006
H 3.809 -2.476 0.793
H 2.147 -1.637 0.932
H 3.434 -2.895 3.257
H 1.705 -2.611 2.971
H 3.447 -0.825 4.415
H 1.613 -0.624 3.951
H 3.713 1.026 3.072
H 2.138 0.725 2.220
C 0.781 6.886 2.808
C 1.151 5.502 2.347
C 0.195 4.449 2.835
N 0.822 2.996 2.707
C 2.058 2.851 3.633
C 1.036 2.585 1.199
C -0.289 2.137 0.560
C -1.173 1.852 1.791
C -0.192 1.894 3.058
H -0.278 7.119 2.699
H 1.417 7.711 2.486
H 1.037 7.168 3.829
H 2.198 5.325 2.593
H 1.117 5.745 1.285
H -0.700 4.454 2.212
H -0.030 4.489 3.901
H 1.776 3.209 4.623
H 2.955 3.422 3.394
H 2.153 1.765 3.634
H 1.736 1.765 1.357
H 1.698 3.331 0.760
H -0.241 1.276 -0.106
H -0.799 2.959 0.057
H -1.836 0.992 1.885
H -1.765 2.748 1.978
H 0.255 0.907 3.177
H -0.562 2.243 4.022
C -3.338 -2.928 1.205
C -3.112 -1.437 1.374
C -3.288 -0.615 0.068
N -3.708 0.859 0.181
C -4.690 1.141 1.433
C -2.439 1.664 0.547
C -2.216 2.458 -0.776
C -3.633 2.801 -1.166
C -4.350 1.446 -1.129
H -4.361 -3.209 0.953
H -3.141 -3.396 2.169
H -2.599 -3.367 0.534
H -2.191 -1.051 1.811
H -3.851 -1.102 2.101
H -4.077 -1.082 -0.522
H -2.433 -0.786 -0.587
H -5.525 0.456 1.286
H -4.973 2.193 1.413
H -4.251 0.876 2.395
H -2.581 2.366 1.369
H -1.615 1.013 0.837
H -1.498 3.273 -0.681
H -1.780 1.703 -1.430
H -4.122 3.599 -0.607
H -3.484 3.214 -2.164
H -5.410 1.445 -0.871
H -4.080 0.843 -1.996
C 0.346 -2.270 0.312
F 1.438 -2.572 -0.406
F -0.753 -2.959 -0.131
F 0.565 -2.642 1.545
S 0.038 -0.356 0.394
O -0.756 -0.185 1.640
O 1.334 0.325 0.387
O -0.798 -0.100 -0.801
C 3.568 -2.818 -2.020
F 3.672 -2.763 -3.341
F 4.750 -2.850 -1.447
F 2.830 -1.864 -1.581
S 2.604 -4.579 -1.604
O 3.235 -5.543 -2.537
O 3.010 -4.884 -0.246
O 1.177 -4.327 -1.793